Computed, not measured: C18H35AlBrCl2FKMgN4O9 as an isolated structure in a non-equilibrium geometry, with wB97M-V/def2-TZVPD.

```
! wB97M-V def2-TZVPD RIJCOSX def2/J DEFGRID3
* xyz 1 1
C 3.0233 0.4666 1.0054
C 2.0205 -0.5815 1.5789
C 0.7690 -0.7416 0.6781
C -0.5246 -0.1783 1.2976
C -1.6750 -1.1885 1.2909
C -2.8247 -0.8364 2.2562
N -3.9302 0.0072 1.6941
C -4.9745 -0.8041 0.9710
C -4.6962 -0.9852 -0.4994
N -4.5988 0.3303 -1.1323
C -3.4131 1.0078 -0.6009
C -3.5376 1.2285 0.8938
C -4.7152 2.2245 1.1369
O -4.3281 3.3388 1.9219
N -3.9322 4.3529 0.9333
O -2.8174 4.5951 1.1128
H 2.8026 0.7248 -0.0540
H 2.9618 1.3835 1.5769
H 4.0184 0.0585 1.0350
H 2.5457 -1.5290 1.5778
H 1.7732 -0.2912 2.5914
H 0.9447 -0.1634 -0.2192
H 0.6328 -1.7630 0.3385
H -0.8499 0.6345 0.6578
H -0.3464 0.2295 2.2904
H -1.9860 -1.3840 0.2755
H -1.2369 -2.1250 1.6530
H -3.3157 -1.7995 2.5705
H -2.3533 -0.4001 3.1687
H -4.4303 0.3837 2.5140
H -5.8727 -0.1992 1.0348
H -5.1893 -1.7167 1.5124
H -3.8669 -1.6575 -0.7303
H -5.5846 -1.4582 -0.9072
H -4.4281 0.1554 -2.1149
H -3.3487 1.9931 -1.0499
H -2.5009 0.4906 -0.9059
H -2.6643 1.6759 1.3494
H -5.5592 1.7484 1.6220
H -5.0728 2.5841 0.1770
O 5.4127 -0.7478 -0.5709
H 6.1240 -1.2308 -0.1235
H 5.8497 -0.3439 -1.3374
O -6.8322 1.6152 5.3791
Cl -6.7945 0.7466 4.2723
O -7.6586 1.3190 3.1598
O -7.2963 -0.5460 4.5773
O -5.4480 0.6528 3.7444
Cl -7.0013 2.9371 2.3851
Mg 3.0785 -0.6801 -1.3515
F -6.3949 4.6355 1.8436
O 2.9030 3.7008 -6.2069
C 3.9286 3.3933 -5.5321
C 3.4684 2.6151 -4.0755
O 4.4264 2.2974 -3.3690
H 4.6030 4.2115 -5.2064
H 4.6055 2.6273 -5.9614
H 2.7848 1.7828 -4.3656
H 2.6711 3.4608 -3.6070
Al -4.9888 5.4938 2.7807
N 7.9739 -3.0484 -1.2154
C 6.8426 -3.5614 -1.6930
C 6.7649 -4.7591 -2.3832
C 7.9368 -5.4663 -2.5941
C 9.1264 -4.9491 -2.1073
C 9.0905 -3.7425 -1.4261
H 5.9614 -2.9634 -1.5015
H 5.8146 -5.1255 -2.7456
H 7.9239 -6.4062 -3.1303
H 10.0626 -5.4693 -2.2517
H 9.9961 -3.3023 -1.0254
Br 1.2062 3.8113 -2.7969
K -2.9942 -2.7079 3.9795
*
```

Results
LUMO energy   -0.19022 Eh
HOMO energy   -6.8062 eV
E_tot   -169763.14153 eV
HOMO-LUMO gap   0.0599 hartree

The computed Löwdin charges, all in e, follow: -0.173 -0.237 -0.251 -0.185 -0.164 -0.210 -0.048 -0.068 -0.176 -0.010 -0.145 -0.155 -0.237 -0.321 -0.047 0.113 -0.043 0.086 0.043 0.085 0.092 0.006 0.084 0.096 0.112 0.107 0.114 -0.050 0.136 0.084 0.137 0.136 0.122 0.138 0.134 0.141 0.127 0.155 0.007 0.137 -0.189 0.054 0.062 -0.229 0.736 -0.566 -0.242 -0.358 0.954 0.619 -0.588 -0.119 -0.385 -0.508 -0.093 0.105 0.115 0.082 -0.197 0.847 0.048 -0.162 -0.065 -0.076 -0.069 -0.152 0.067 0.103 0.107 0.103 0.104 -0.022 1.043


Computed, not measured: a 3-piece molecular cluster, C18H35BBrN3O3P overall in a non-equilibrium geometry, with wB97M-V/def2-TZVPD.

```
! wB97M-V def2-TZVPD RIJCOSX def2/J DEFGRID3
* xyz 0 2
C 3.7450 -0.3680 -0.3222
B 2.3707 -1.1380 -0.4757
O 1.8922 -1.8255 0.6380
C 1.5774 -1.1421 -1.8475
P 2.6132 -2.1617 -3.0208
O 3.8724 -1.1828 -3.3448
Br 3.3786 -3.7499 -1.5673
C 0.2262 -1.8929 -1.7928
C -1.0051 -1.0267 -1.5038
C -2.2246 -1.7937 -2.0441
C -1.2299 -0.8527 0.0176
N -0.9789 0.2827 -2.1985
O -1.3875 0.2348 -3.4215
C 0.2739 1.0548 -2.0518
C 0.4662 1.5923 -0.6370
C 0.1676 2.2926 -2.9714
C 1.4859 0.2542 -2.4984
H 3.6968 0.6458 -0.7024
H 4.5390 -0.8654 -0.8804
H 4.0581 -0.3586 0.7095
H 2.3683 -2.6766 0.6889
H 3.9942 -0.4869 -2.6757
H 0.2989 -2.6127 -0.9885
H 0.0693 -2.4264 -2.7273
H -2.0248 -2.2052 -3.0235
H -2.4671 -2.6254 -1.3925
H -3.0823 -1.1388 -2.1405
H -1.9750 -1.5646 0.3418
H -0.3194 -1.0793 0.5610
H -1.6222 0.1272 0.2465
H -0.3461 2.2556 -0.3672
H 0.6115 0.8067 0.0985
H 1.3701 2.1902 -0.6483
H 0.8235 3.0615 -2.5779
H 0.4845 2.0517 -3.9749
H -0.8419 2.6746 -2.9826
H 2.3669 0.8492 -2.3036
H 1.4171 0.1451 -3.5818
C 4.7232 2.1878 4.8984
C 3.2845 2.6547 4.7080
C 2.5591 1.9082 3.5842
C 3.1544 2.1667 2.2753
N 3.6287 2.3634 1.2487
H 5.3253 2.3833 4.0099
H 5.1860 2.7111 5.7348
H 4.7628 1.1174 5.1084
H 3.2706 3.7270 4.5065
H 2.7292 2.4984 5.6344
H 1.5111 2.2108 3.5524
H 2.5723 0.8333 3.7740
C -6.3709 -1.6812 -0.4822
C -6.1068 -1.7234 1.0188
C -5.9750 -0.3295 1.6410
C -4.8123 0.3914 1.1280
N -3.9029 0.9596 0.7193
H -5.5400 -1.2212 -1.0192
H -6.5016 -2.6894 -0.8744
H -7.2765 -1.1140 -0.7045
H -5.2014 -2.3006 1.2150
H -6.9282 -2.2426 1.5156
H -5.8805 -0.4140 2.7247
H -6.8737 0.2579 1.4455
*
```

Results
LUMO energy (alpha / beta)   0.01951 / 0.01935 Eh
HOMO energy (alpha / beta)   -8.1744 / -9.0968 eV
E_tot   -109854.65387 eV
HOMO-LUMO gap (alpha / beta)   0.3199 / 0.3536 hartree

The computed Löwdin charges, all in e, follow: -0.025 -0.687 0.053 -0.489 0.714 -0.335 0.377 -0.134 -0.441 -0.039 -0.022 -0.096 -0.004 -0.471 -0.014 -0.020 -0.131 0.043 0.059 0.059 0.071 0.034 0.115 0.096 0.075 0.083 0.080 0.071 0.063 0.045 0.100 0.070 0.077 0.084 0.079 0.088 0.111 0.117 -0.109 -0.261 -0.185 -0.215 0.173 0.073 0.072 0.076 0.112 0.107 0.120 0.122 -0.104 -0.260 -0.190 -0.216 0.168 0.062 0.074 0.077 0.108 0.107 0.117 0.121


Computed, not measured: a 3-piece molecular cluster, C18H35BClO9PS2Si overall in a non-equilibrium geometry, with wB97M-V/def2-TZVPD.

```
! wB97M-V def2-TZVPD RIJCOSX def2/J DEFGRID3
* xyz 0 1
C 0.3470 3.1646 1.6665
C 0.6063 1.7449 2.1429
O 1.3461 1.0261 1.1519
B 1.1304 -0.3195 1.1432
O 0.8260 -0.9743 -0.0335
Si 1.2655 -1.4526 2.8224
Cl -0.5975 -1.3755 3.7676
C 2.7057 -0.8953 3.9441
C 2.3966 0.0338 5.0884
O 2.9549 1.0956 5.1737
C 1.4102 -0.3577 6.1371
C 0.4050 0.5492 6.4714
C -0.5383 0.1936 7.4248
C -0.4625 -1.0587 8.0307
C 0.5449 -1.9591 7.7051
C 1.4874 -1.6098 6.7457
P 1.5263 -3.5903 2.2425
C 2.7722 -3.6413 0.8664
C 2.1786 -4.5319 3.6873
H 0.3326 3.8329 2.5233
H -0.6235 3.2524 1.1923
H 1.1421 3.4973 1.0083
H 1.1466 1.7851 3.0909
H -0.3561 1.2800 2.3459
H 0.2364 -1.6889 0.2418
H 3.2359 -1.7720 4.3144
H 3.3917 -0.3463 3.3032
H 0.3939 1.5049 5.9744
H -1.3273 0.8900 7.6585
H -1.2119 -1.3171 8.7641
H 0.6137 -2.9310 8.1668
H 2.2811 -2.2755 6.4416
H 2.2302 -3.4732 -0.0550
H 3.2384 -4.6187 0.8630
H 3.5350 -2.8713 0.9368
H 2.5483 -3.9127 4.5022
H 3.0037 -5.1645 3.3730
H 1.3878 -5.1663 4.0677
O 1.1756 -0.3542 -5.4480
S 1.7590 0.9435 -5.2690
O 3.0616 1.0869 -4.7010
O 0.7423 1.8629 -4.4697
C 0.2303 1.3906 -3.1958
C 1.2423 1.5263 -2.0795
C 1.6965 1.8235 -6.7919
H -0.1141 0.3599 -3.2893
H -0.6436 2.0044 -2.9890
H 2.0862 0.8527 -2.2252
H 0.7805 1.2902 -1.1304
H 1.6366 2.5427 -2.0405
H 0.6931 1.7485 -7.2030
H 2.4185 1.3585 -7.4594
H 1.9662 2.8591 -6.6055
O -3.2270 1.5986 -3.8225
S -3.2980 1.0826 -5.1576
O -3.2818 1.9699 -6.2794
O -4.5684 0.1303 -5.2667
C -5.8440 0.6635 -4.8545
C -6.4468 1.5929 -5.8888
C -2.0722 -0.1514 -5.3842
H -5.7387 1.1557 -3.8865
H -6.4821 -0.2063 -4.7116
H -5.8633 2.5070 -5.9883
H -7.4615 1.8646 -5.5974
H -6.4743 1.1117 -6.8662
H -2.1101 -0.8457 -4.5495
H -1.1090 0.3480 -5.4166
H -2.2571 -0.6637 -6.3244
*
```

Results
LUMO energy   0.01732 Eh
Relative energy (zero: lowest compared OMol25 entry of this formula, charge and spin)   0.307 eV
HOMO energy   -8.2482 eV
E_tot   -89699.61070 eV
SMILES string   CCOB(O)[Si@](Cl)(CC(=O)c1ccccc1)P(C)C.CCOS(C)(=O)=O.CCOS(C)(=O)=O
HOMO-LUMO gap   0.3204 hartree

The computed Löwdin charges, all in e, follow: -0.050 -0.249 0.014 -0.711 0.111 0.208 0.342 -0.205 -0.449 0.101 -0.214 -0.043 -0.069 -0.080 -0.070 -0.039 0.724 -0.334 -0.337 0.076 0.076 0.082 0.110 0.102 0.082 0.070 0.093 0.116 0.103 0.101 0.102 0.105 0.018 0.027 0.031 0.002 0.032 0.022 -0.283 0.562 -0.267 -0.267 -0.238 -0.058 -0.116 0.109 0.117 0.082 0.053 0.093 0.073 0.077 0.077 -0.279 0.572 -0.273 -0.263 -0.252 -0.073 -0.116 0.113 0.121 0.071 0.081 0.084 0.085 0.032 0.085